ORCA calculation (ωB97M-V/def2-TZVPD) on 11 unconnected molecules or ions with the total composition C25H76N14O11.

- E_HOMO (eV) = -8.41
- relative energy (zero: lowest compared OMol25 entry of this formula, charge and spin) (kJ/mol) = 334.2
- calculated total energy (eV) = -70539.540
- structure (SMILES) = COC[C@H](C)N.COC[C@H](C)N.COC[C@H](C)N.COC[C@H](C)N.NC(N)=O.NC(N)=O.NC(N)=O.NC(N)=O.NC(N)=O.CCO.CCO

XYZ file:
```
126
Properties=species:S:1:pos:R:3:forces:R:3
C 7.78912 25.28698 10.08218 -1.8 0.5 0.6
O 7.37736 24.45296 11.17879 1.2 -0.3 -0.8
C 8.38005 23.48418 11.53430 0.0 -0.1 0.5
C 8.14185 23.10238 13.02978 0.7 0.9 -1.4
C 9.33803 22.42705 13.67425 0.3 0.3 -0.6
N 6.98567 22.23500 13.13355 -0.1 -0.1 0.1
H 7.89265 24.76624 9.13022 0.6 -0.3 0.2
H 8.56700 26.00400 10.34463 0.7 -0.6 0.0
H 6.93914 25.94970 9.91958 -0.3 0.0 0.0
H 8.40118 22.61242 10.88033 -0.9 -0.5 0.0
H 9.38346 23.84035 11.30104 0.2 0.8 0.7
H 7.87438 24.04787 13.50160 0.5 0.4 0.2
H 9.53623 21.52569 13.09428 -0.1 -0.4 0.5
H 9.16367 22.24982 14.73552 0.0 -0.4 -0.1
H 10.26314 22.99660 13.58542 -0.1 0.4 0.1
H 6.79128 22.26746 14.12413 -0.5 -0.5 0.3
H 6.22244 22.74722 12.71497 -0.4 -0.1 -0.2
C 9.49173 31.27502 19.73128 0.9 1.3 0.5
O 8.25812 31.50080 20.36959 -0.6 -0.4 -0.4
C 7.17031 30.85524 19.76635 -1.3 -1.5 0.2
C 6.55183 31.58526 18.55409 1.5 2.6 2.6
C 5.92042 32.92318 19.13706 -0.1 -0.6 -1.1
N 5.61129 30.84693 17.78113 0.1 -0.4 -0.2
H 9.72176 30.36937 19.17004 -0.9 -0.6 0.3
H 10.19135 31.36807 20.56192 0.4 -0.1 -0.3
H 9.69242 32.08649 19.03175 0.1 0.2 -0.1
H 7.45276 29.81556 19.60087 0.3 -0.2 -1.0
H 6.38922 30.65618 20.50007 -0.1 0.7 0.5
H 7.46930 31.87095 18.03957 0.0 0.3 -0.8
H 5.59701 33.59555 18.34245 -0.2 -0.2 -0.5
H 6.57308 33.58806 19.70280 0.3 -0.7 0.3
H 5.02424 32.66955 19.70331 0.1 0.0 0.2
H 6.17977 30.21854 17.23153 -0.2 -0.6 -0.2
H 5.22148 31.48635 17.10344 -0.3 0.1 -0.1
C 9.20918 27.64977 24.86681 -0.5 -1.2 0.7
O 8.17058 26.93114 25.56735 -0.4 1.1 -0.7
C 7.91706 25.60215 25.13808 0.8 0.3 -1.1
C 7.55960 25.35872 23.61798 0.0 0.7 1.5
C 6.25942 26.00198 23.20333 -0.3 0.7 -1.4
N 7.43163 23.95774 23.34975 -0.8 -1.3 0.1
H 8.88027 28.13136 23.94594 -0.2 -0.1 -0.1
H 9.96009 26.89092 24.64686 0.5 0.3 -0.3
H 9.60305 28.40260 25.54958 0.0 -0.1 0.0
H 8.87169 25.09175 25.26559 0.1 -0.7 0.4
H 7.15184 25.26395 25.83676 0.0 -0.4 -0.3
H 8.35789 25.74892 22.98664 0.3 0.7 0.2
H 6.17349 27.08436 23.29898 0.3 0.0 0.8
H 5.34362 25.51998 23.54550 0.3 -0.1 0.4
H 6.23252 25.95068 22.11488 -0.2 -0.4 -0.3
H 7.12298 23.81405 22.39886 0.0 -0.1 0.0
H 8.17839 23.30584 23.54338 0.3 0.5 0.1
C 16.36471 34.96217 24.68700 -0.4 0.5 -0.2
O 16.19012 34.02791 25.73675 -0.7 1.5 -0.4
C 16.41501 32.70060 25.39233 0.6 -0.4 -0.5
C 15.47709 32.05877 24.31090 0.7 -0.7 1.0
C 14.04853 32.13494 24.73748 -1.1 0.2 0.7
N 15.92152 30.64894 24.18765 0.2 0.3 -0.3
H 17.31920 34.85522 24.17162 0.2 -0.1 0.1
H 16.25070 35.99069 25.02941 0.5 -0.1 0.8
H 15.58260 34.99200 23.92838 -0.3 -0.9 -0.2
H 17.45844 32.61528 25.08889 0.3 -0.1 -0.7
H 16.46216 32.20518 26.36210 -0.9 -0.6 -0.2
H 15.55952 32.52306 23.32818 0.3 0.6 0.1
H 13.80990 31.58324 25.64675 0.5 -0.3 0.1
H 13.32586 31.76590 24.00970 0.2 0.1 -0.3
H 13.78982 33.15722 25.01335 0.0 0.2 -0.3
H 16.85456 30.68265 23.80242 0.7 0.0 0.4
H 15.46653 30.23564 23.38623 -0.8 -0.2 0.0
N 8.98495 30.07658 12.63307 -1.0 0.7 -0.9
C 9.03723 29.14470 13.60847 -1.3 0.6 1.2
N 10.27883 28.74975 13.81731 2.9 -1.5 1.0
O 8.12049 28.74509 14.32388 -0.2 0.2 -1.1
H 9.83930 30.48151 12.27781 -0.5 -0.1 -0.1
H 8.08335 30.43233 12.34904 0.4 0.1 0.1
H 11.09516 29.23602 13.47489 -0.3 -0.2 0.0
H 10.40898 28.13822 14.61051 0.0 0.2 -0.1
N 14.41889 28.56386 17.72254 -3.9 -2.6 -4.9
C 15.13582 28.96240 18.68056 1.4 1.8 4.1
N 16.27032 29.51278 18.20185 1.3 0.3 0.6
O 14.77175 28.93168 19.85057 0.5 0.2 0.4
H 14.83986 28.53881 16.80479 -0.8 -0.2 0.1
H 13.45854 28.28485 17.86388 0.3 -0.2 0.0
H 16.81308 30.05027 18.86262 0.3 -0.2 -0.7
H 16.37743 29.43033 17.20094 0.9 0.8 0.6
N 16.51907 25.10694 22.52762 1.3 1.6 -7.2
C 16.18236 24.76313 23.68303 -4.0 -0.7 4.3
N 17.13367 24.71609 24.56236 3.7 -0.5 2.9
O 15.01933 24.59614 24.04481 -1.0 -0.2 -0.3
H 17.46223 25.31108 22.22951 -0.3 0.0 0.2
H 15.77511 25.25620 21.86101 0.3 -0.1 0.0
H 18.09306 24.63179 24.25812 -0.1 0.1 0.5
H 16.89248 24.62739 25.53912 0.1 -0.2 -0.4
N 7.00236 25.33049 17.35661 1.4 0.5 -0.1
C 6.33719 24.23460 17.78840 2.3 1.1 2.2
N 5.20937 24.05200 17.18770 -3.6 -1.4 -1.7
O 6.70185 23.58841 18.76611 0.2 -0.2 -0.1
H 7.88955 25.46837 17.81920 -0.1 0.3 -0.4
H 6.78732 25.81968 16.49955 0.2 -0.1 0.3
H 4.59133 23.40552 17.65693 -0.1 0.1 -0.6
H 4.95576 24.53743 16.33909 -0.2 -0.2 0.4
N 11.80548 26.16383 21.20664 1.6 2.1 2.3
C 11.10558 25.82377 20.14859 0.8 -1.6 0.6
N 10.65533 24.59984 20.21731 -1.8 -3.7 0.6
O 10.99377 26.40147 19.12632 -0.3 3.7 -3.6
H 12.25791 27.06609 21.17002 0.1 -0.2 0.2
H 12.12338 25.48269 21.88126 -0.1 0.3 -0.2
H 10.13632 24.30237 19.40353 -0.1 -0.2 0.5
H 10.48670 24.19111 21.12538 -0.2 -0.4 -0.4
C 15.45796 21.94282 18.90888 0.0 1.0 -0.7
C 14.71240 22.81497 17.83067 0.5 -0.1 0.2
O 15.51627 23.97374 17.56441 1.0 -0.1 0.6
H 16.53022 22.04426 18.74142 0.1 0.3 0.0
H 15.32693 20.86082 18.89492 -0.7 0.1 -0.3
H 15.22116 22.32762 19.90083 0.1 -0.1 0.0
H 13.74791 23.17356 18.19026 -0.2 -0.4 0.1
H 14.60112 22.29233 16.88064 -0.2 -0.4 0.1
H 15.10580 24.66624 17.04138 -0.5 -0.4 0.0
C 10.07522 19.92382 20.79681 -0.6 -0.3 -1.2
C 10.95935 20.05360 21.97793 0.8 -0.1 0.4
O 10.68246 21.22095 22.68670 -1.0 1.2 0.9
H 10.19320 20.67318 20.01409 0.4 0.1 0.1
H 9.00912 19.94486 21.02284 0.0 0.0 0.5
H 10.26162 18.94882 20.34656 0.0 0.0 -0.2
H 12.02079 20.17057 21.75938 0.2 -0.8 -0.7
H 10.81558 19.17485 22.60661 0.1 -0.2 0.2
H 11.09195 21.15870 23.55274 0.0 0.1 0.0
```
Forces are in eV/Å.

Atom charges from the Mulliken analysis, given in e for atoms 1 to 99: number 1, C, carries -0.814; number 2, O, carries -0.317; number 3, C, carries -0.913; number 4, C, carries 0.637; number 5, C, carries -1.430; number 6, N, carries -0.799; number 7, H, carries 0.308; number 8, H, carries 0.318; number 9, H, carries 0.287; number 10, H, carries 0.395; number 11, H, carries 0.413; number 12, H, carries 0.281; number 13, H, carries 0.332; number 14, H, carries 0.360; number 15, H, carries 0.364; number 16, H, carries 0.254; number 17, H, carries 0.312; number 18, C, carries -0.797; number 19, O, carries -0.371; number 20, C, carries -0.797; number 21, C, carries 0.601; number 22, C, carries -1.391; number 23, N, carries -0.715; number 24, H, carries 0.379; number 25, H, carries 0.238; number 26, H, carries 0.317; number 27, H, carries 0.367; number 28, H, carries 0.345; number 29, H, carries 0.183; number 30, H, carries 0.398; number 31, H, carries 0.317; number 32, H, carries 0.362; number 33, H, carries 0.289; number 34, H, carries 0.280; number 35, C, carries -0.537; number 36, O, carries -0.378; number 37, C, carries -0.872; number 38, C, carries 1.238; number 39, C, carries -1.539; number 40, N, carries -0.688; number 41, H, carries 0.187; number 42, H, carries 0.268; number 43, H, carries 0.239; number 44, H, carries 0.413; number 45, H, carries 0.309; number 46, H, carries -0.136; number 47, H, carries 0.339; number 48, H, carries 0.349; number 49, H, carries 0.380; number 50, H, carries 0.229; number 51, H, carries 0.202; number 52, C, carries -0.761; number 53, O, carries -0.339; number 54, C, carries -0.759; number 55, C, carries 0.691; number 56, C, carries -1.432; number 57, N, carries -0.770; number 58, H, carries 0.323; number 59, H, carries 0.290; number 60, H, carries 0.273; number 61, H, carries 0.388; number 62, H, carries 0.324; number 63, H, carries 0.229; number 64, H, carries 0.365; number 65, H, carries 0.344; number 66, H, carries 0.315; number 67, H, carries 0.258; number 68, H, carries 0.264; number 69, N, carries -0.405; number 70, C, carries 0.666; number 71, N, carries -0.405; number 72, O, carries -0.634; number 73, H, carries 0.160; number 74, H, carries 0.224; number 75, H, carries 0.177; number 76, H, carries 0.220; number 77, N, carries -0.349; number 78, C, carries 0.734; number 79, N, carries -0.414; number 80, O, carries -0.667; number 81, H, carries 0.129; number 82, H, carries 0.200; number 83, H, carries 0.225; number 84, H, carries 0.142; number 85, N, carries -0.331; number 86, C, carries 0.721; number 87, N, carries -0.418; number 88, O, carries -0.702; number 89, H, carries 0.166; number 90, H, carries 0.187; number 91, H, carries 0.160; number 92, H, carries 0.220; number 93, N, carries -0.316; number 94, C, carries 0.719; number 95, N, carries -0.415; number 96, O, carries -0.686; number 97, H, carries 0.145; number 98, H, carries 0.154; number 99, H, carries 0.233